# 1
Entry from OMol25: a molecular structure, C53H62CaN6O3SSe at a distorted geometry (wB97M-V/def2-TZVPD).

Positions of all 127 atoms, in Å:
Se 1.63540 -0.66510 -3.21780
Ca 0.00000 0.00000 0.00000
S 1.95360 -0.03590 1.74770
O -2.26960 0.00000 0.00000
O 0.41650 -3.11920 -0.57320
O -0.85510 -1.48060 -1.48060
N 1.37180 -2.52170 4.90990
N -0.11680 -1.83190 2.63910
N 1.79570 0.00000 -1.55680
N -0.85740 -1.55640 1.59230
N 1.82660 -1.59630 3.99320
N 3.35300 -0.21800 -3.49680
C 3.18820 2.90600 -1.40350
C 4.74590 1.51040 -0.02710
C -1.01140 -3.67450 -2.39940
C -2.18960 4.61450 2.45530
C -0.60720 -5.01990 -2.38890
C 0.28900 3.13000 1.04430
C 0.87670 -5.73130 3.00960
C 2.48780 5.14270 -0.43610
C -2.48910 -4.19030 -4.26950
C -1.09230 3.03260 0.86900
C -6.35650 0.52740 -1.32820
C 0.64690 1.81660 -3.26250
C -0.09600 3.10360 -1.19970
C 0.31690 -6.53390 4.00500
C -5.00100 0.31610 -1.01960
C 1.18560 -1.28050 2.91350
C -5.67000 -0.44230 1.21210
C -1.13400 -5.93640 -3.30250
C 2.41600 3.61280 -0.27480
C -3.98000 0.61920 -2.08410
C -7.36550 0.26130 -0.39830
C -4.59580 -3.26260 0.96950
C -3.86740 -3.62260 2.10600
C -2.07130 -2.13510 1.42490
C -1.31660 3.00530 -0.50550
C -2.80550 -1.78010 0.28950
C 1.01710 -3.86790 4.57620
C 0.93070 3.20250 -0.20810
C -0.43850 -2.68030 -1.40670
C -4.06500 -2.34250 0.06240
C 5.63110 1.39200 -1.11500
C -4.65690 -0.16710 0.26290
C -2.07520 -5.52090 -4.24280
C -1.96080 -3.27560 -3.35480
C 0.46290 -4.69270 5.57030
C -2.60680 -3.06280 2.33800
C -1.79100 2.22560 3.13320
C 3.88420 0.35550 -2.40540
C 3.12650 3.23570 1.04690
C -7.01470 -0.22740 0.86180
C -3.54580 2.76760 1.43130
C -3.23150 -0.40010 0.64360
C -2.15090 3.15470 1.96300
C 3.02470 0.47380 -1.34000
C 0.57560 4.35570 -3.30240
C 1.22860 -4.40720 3.28910
C -8.80180 0.49100 -0.76730
C -5.37440 -0.95780 2.59580
C 5.20030 0.80920 -2.31860
C -0.07040 3.07620 -2.74300
C 0.11200 -6.01570 5.28500
C 3.42870 1.04740 -0.13800
C -1.51170 3.02370 -3.30270
H 3.01780 2.17200 1.25740
H -4.45760 0.89460 -3.03110
H -0.79620 2.44780 3.51470
H -8.94920 1.52860 -1.08410
H 2.73720 1.13210 0.69060
H -2.48490 -6.23200 -4.95280
H -2.41030 -1.06870 -0.42340
H -4.69300 -0.27990 3.11970
H -4.29140 2.82560 2.22420
H -3.05530 -0.96420 1.57190
H -6.63250 0.90400 -2.31260
H -1.23630 4.90500 2.89760
H -9.46970 0.30370 0.07990
H -5.57130 -3.69650 0.79190
H -2.08230 3.90540 -3.00570
H 1.22590 -1.71200 0.00000
H -2.49840 2.33870 3.95480
H 0.12810 -5.34400 -1.65400
H 2.88320 3.24410 -2.38800
H -1.80960 1.18380 2.81450
H 4.25690 3.10560 -1.32440
H -2.06120 -3.35720 3.22540
H -7.80080 -0.43900 1.58570
H -2.28380 -2.23580 -3.37520
H 4.19160 3.45730 0.99640
H -2.39610 5.29860 1.63110
H 1.04240 -6.13650 2.01960
H 0.11900 0.91460 -2.95380
H 1.66200 1.73780 -2.89000
H -4.63030 -2.06420 -0.81780
H -2.96580 4.75230 3.20930
H -3.54550 1.74870 1.04570
H 1.63710 4.41490 -3.08940
H 1.67290 -3.82130 2.49780
H -0.31800 -6.63970 6.05770
H -3.36300 -0.26150 -2.28850
H 0.78250 3.13480 2.00390
H -4.27960 -4.33580 2.80810
H 1.97860 5.47940 -1.33640
H 6.64660 1.75110 -1.02360
H 0.29770 -4.30780 6.56890
H -0.80550 -6.97050 -3.27390
H -3.22150 -3.85720 -4.99790
H 1.39700 -2.25930 5.90680
H -2.29450 2.96960 -0.95000
H -6.28340 -1.03030 3.20290
H 0.04660 -7.55880 3.78590
H 5.07690 1.95880 0.89940
H 3.05220 1.82630 -1.34080
H 0.10200 5.24180 -2.87870
H -9.09280 -0.17960 -1.58210
H -2.04010 2.13520 -2.95170
H -3.35130 1.46260 -1.78270
H -1.50770 2.98330 -4.39190
H 2.72360 3.79570 1.88980
H 5.87460 0.71430 -3.16000
H 0.46780 4.40280 -4.38540
H -3.85780 3.43650 0.63090
H 2.00410 5.63730 0.40490
H 0.69710 1.81880 -4.35170
H 3.51770 5.49190 -0.48170
H -4.93600 -1.95930 2.54210

Output
highest occupied orbital energy (spin up / spin down)	-1.359 / -0.994	eV
net charge	-2

=====

# 2
Entry from OMol25: 2 unconnected molecules or ions with the total composition C5H14N3 at a distorted geometry (wB97M-V/def2-TZVPD).

Positions of all 22 atoms, in Å:
N 2.79837 0.01703 1.48170
N 2.23901 -0.53559 -1.23429
N 0.84790 -1.43211 0.37350
C -1.95809 0.15133 -0.56962
C -0.78449 0.84995 1.59536
C -1.46640 1.06794 0.26017
C -2.66372 0.48400 -1.87591
C 1.74319 -0.35264 0.14803
H 0.26756 0.72005 1.36448
H 1.33644 -2.31685 0.33476
H -1.17027 -0.02970 2.09942
H -1.51961 2.11519 -0.03803
H 0.72232 -1.17033 1.36813
H -0.91905 1.70676 2.25257
H 2.81938 -1.35438 -1.17548
H 3.42032 -0.78565 1.42771
H -3.45887 -0.28430 -2.08890
H -1.87130 0.53693 -2.63020
H 3.14047 0.76127 0.87911
H -1.70481 -0.90538 -0.47559
H -3.17462 1.45978 -1.80623
H 1.35626 -0.70328 -1.69069

Output
highest occupied orbital energy (spin up / spin down)	-8.101 / -8.830	eV
2S+1	2
energy above the lowest of the compared OMol25 structures with the same formula, charge and spin	1.940	eV

=====

# 3
Entry from OMol25: 2 unconnected molecules or ions with the total composition C3H5NO3 at a distorted geometry (wB97M-V/def2-TZVPD).

Positions of all 12 atoms, in Å:
O 0.60552 1.38939 -0.60554
O -2.20948 -0.33847 1.04982
O -2.35344 0.35658 -1.01835
N -1.81051 0.05029 -0.00344
C 0.26729 0.21299 -0.03755
C 0.71236 -0.37830 1.23536
C 0.69373 0.21844 -1.41967
H -0.11657 -0.35966 1.94823
H 1.70405 -0.08249 -1.67671
H 1.53936 0.19206 1.65078
H 1.00946 -1.41384 1.08777
H -0.04178 0.15301 -2.21070

Output
highest occupied orbital energy	-9.171	eV
energy above the lowest of the compared OMol25 structures with the same formula, charge and spin	6.317	eV

=====

# 4
Entry from OMol25: a single CH3ClOS molecule at a distorted geometry (wB97M-V/def2-TZVPD).

Positions of all 7 atoms, in Å:
Cl -1.81420 1.20192 0.51576
S 0.20156 1.10308 -0.02835
O 1.00851 1.27605 1.14445
C 0.12290 -0.67357 -0.38284
H -0.09225 -1.09462 0.55554
H 1.12461 -0.72941 -0.72500
H -0.55113 -1.08345 -1.07956

Output
highest occupied orbital energy	-10.026	eV
energy above the lowest of the compared OMol25 structures with the same formula, charge and spin	0.080	eV

=====

# 5
Entry from OMol25: a molecular structure, C5H10O2 (wB97M-V/def2-TZVPD).

Positions of all 17 atoms, in Å:
O 1.06342 0.72276 0.68141
O -1.41716 -0.04758 -2.10479
C 0.70251 -0.57317 0.95157
C 2.21099 0.82552 -0.14183
C -0.67420 -0.56066 1.57997
C -1.50083 0.26961 -0.72841
C -1.00249 -0.83716 0.15705
H 2.98708 0.12677 0.18215
H -1.36652 -1.83774 -0.07652
H -0.98690 0.41961 1.93968
H -2.56186 0.45400 -0.53289
H 2.57562 1.85156 -0.07201
H -0.87517 -1.35566 2.29418
H 1.95247 0.60910 -1.18678
H -0.48170 -0.11232 -2.33480
H 0.32575 -1.14548 -0.12453
H -0.95102 1.19082 -0.48345

Output
highest occupied orbital energy	-8.184	eV
energy above the lowest of the compared OMol25 structures with the same formula, charge and spin	5.024	eV